This record from OMol25 describes a molecular structure, C41H49N3OS5Sn in a non-equilibrium geometry. The level of theory is the ωB97M-V functional and the def2-TZVPD basis.

* LUMO level (alpha / beta): -7.82 / -7.65 eV
* max |F|: 0.02736 hartree/bohr
* net charge: +2

Each line ends with the Mulliken charge.
CARTESIAN COORDINATES (ANGSTROEM)
Sn -0.43 -0.24 -0.69  1.43
C 0.69 2.77 3.66  -1.59
C 0.54 1.25 3.69  1.98
C 1.04 0.68 5.02  -1.81
C -0.91 0.85 3.43  0.98
C -1.86 1.33 4.33  -0.82
C -3.21 1.08 4.16  -1.76
C -3.64 0.35 3.07  -0.22
C -2.73 -0.18 2.16  0.87
C -3.28 -1.05 1.04  2.40
C -4.18 -0.25 0.10  -1.25
C -4.03 -2.27 1.60  -1.95
C -1.36 0.07 2.35  0.11
N -0.38 -0.51 1.46  0.45
C 0.57 -1.20 2.01  -0.44
C 1.76 -1.72 1.40  0.16
C 2.51 -2.62 2.19  -0.89
C 3.70 -3.14 1.76  -1.06
C 4.19 -2.73 0.51  -0.54
C 3.50 -1.84 -0.27  -1.03
C 2.26 -1.31 0.14  1.28
N 1.59 -0.41 -0.66  0.75
C 2.37 0.44 -1.54  0.00
C 2.22 0.38 -2.93  1.03
C 3.02 1.21 -3.71  -0.81
C 3.93 2.08 -3.15  -1.77
C 4.05 2.14 -1.77  -0.77
C 3.27 1.34 -0.94  0.97
C 3.40 1.55 0.55  1.94
C 4.82 1.29 1.06  -1.81
C 2.95 2.97 0.91  -1.22
C 1.34 -0.62 -3.66  2.21
C 0.43 0.09 -4.67  -1.62
C 2.18 -1.69 -4.35  -1.76
H 1.72 3.05 3.90  0.48
H 0.04 3.25 4.40  0.37
H 0.45 3.18 2.68  0.30
H 1.18 0.86 2.90  -1.13
H 0.54 1.15 5.86  0.39
H 2.11 0.86 5.13  0.45
H 0.86 -0.40 5.10  0.35
H -1.54 1.91 5.18  0.39
H -3.93 1.45 4.88  0.46
H -4.69 0.14 2.94  0.38
H -2.45 -1.46 0.47  -1.44
H -5.06 0.12 0.63  0.47
H -4.52 -0.87 -0.74  0.42
H -3.65 0.61 -0.32  -0.22
H -4.94 -1.97 2.11  0.39
H -3.41 -2.82 2.31  0.41
H -4.31 -2.95 0.79  0.43
H 0.46 -1.41 3.08  0.39
H 2.12 -2.90 3.17  0.56
H 4.26 -3.84 2.37  0.47
H 5.13 -3.13 0.15  0.47
H 3.89 -1.54 -1.23  0.54
H 2.95 1.16 -4.79  0.40
H 4.54 2.71 -3.78  0.45
H 4.75 2.83 -1.33  0.43
H 2.73 0.86 1.08  -1.36
H 5.52 2.02 0.65  0.37
H 5.17 0.29 0.78  0.34
H 4.86 1.37 2.14  0.46
H 3.60 3.72 0.47  0.42
H 2.97 3.11 1.99  0.36
H 1.93 3.16 0.56  0.15
H 0.72 -1.16 -2.93  -1.01
H 1.02 0.65 -5.39  0.49
H -0.23 0.81 -4.18  0.01
H -0.17 -0.63 -5.23  0.48
H 2.85 -1.24 -5.09  0.39
H 1.55 -2.41 -4.88  0.47
H 2.79 -2.24 -3.63  0.33
O -2.09 -0.71 -2.50  -0.26
C -1.95 -1.99 -3.10  -0.84
C -1.74 -2.96 -1.98  0.65
C -2.40 -4.18 -1.97  -1.09
C -2.21 -5.06 -0.92  -0.58
C -1.34 -4.69 0.09  -1.03
C -0.71 -3.47 0.01  0.16
N -0.90 -2.60 -1.00  0.59
H -2.38 -0.05 -3.15  0.10
H -1.08 -2.01 -3.77  0.10
H -2.83 -2.26 -3.68  0.67
H -3.07 -4.43 -2.79  0.52
H -2.73 -6.01 -0.90  0.47
H -1.14 -5.34 0.93  0.55
H 0.01 -3.18 0.76  0.22
C -2.31 3.55 -3.75  -0.54
S -3.75 2.84 -2.90  0.01
C -3.50 3.12 -1.21  0.22
C -2.32 2.95 -0.44  -0.28
S -0.87 2.40 -1.07  -0.36
S -2.50 3.28 1.26  0.16
C -4.20 3.64 1.26  0.01
S -5.07 4.07 2.55  -0.06
S -4.89 3.57 -0.35  -0.05
H -2.67 3.70 -4.76  0.43
H -1.45 2.89 -3.74  -0.03
H -2.07 4.52 -3.31  0.34


This record from OMol25 describes 19 unconnected molecules or ions with the total composition C4H36BO26 in a non-equilibrium geometry. The level of theory is the ωB97M-V functional and the def2-TZVPD basis.

* LUMO level: 1.84 eV
* max |F|: 0.14160 hartree/bohr
* net charge: -1

Each line ends with the Mulliken charge.
CARTESIAN COORDINATES (ANGSTROEM)
O -0.30 3.77 -0.44  -0.82
C -0.12 2.66 -0.87  0.36
O -0.93 1.72 -0.72  0.06
B -0.27 0.53 -1.25  1.35
O 1.01 1.04 -1.73  -0.68
C 1.18 2.20 -1.24  0.87
O 2.26 2.76 -1.00  -0.81
O -1.19 -0.09 -2.24  -0.86
C -1.27 -1.32 -1.91  0.04
O -2.07 -2.03 -2.52  -0.63
C -0.50 -1.60 -0.73  1.12
O -0.14 -0.53 -0.24  -0.22
O -0.04 -2.67 -0.39  -0.06
O -2.17 -3.78 1.60  -0.66
H -1.90 -4.45 0.90  0.40
H -1.68 -2.97 1.45  0.26
O -0.42 -4.33 -3.35  -0.72
H -0.51 -3.36 -3.35  0.27
H 0.51 -4.36 -3.29  0.33
O 3.39 4.01 1.03  -0.73
H 2.92 3.61 0.27  0.48
H 4.21 3.52 1.09  0.28
O -1.30 6.37 0.42  -0.62
H -1.80 7.12 0.83  0.28
H -0.39 6.58 0.45  0.33
O -3.83 0.59 -1.15  -0.75
H -3.25 0.22 -1.82  0.39
H -3.40 0.29 -0.34  0.34
O -1.34 1.44 2.21  -0.62
H -1.82 1.79 2.96  0.27
H -1.90 1.65 1.48  0.08
O -3.49 2.58 0.73  -0.63
H -3.66 2.20 -0.12  0.37
H -3.49 3.52 0.60  0.34
O -2.39 4.75 2.26  -0.70
H -1.77 5.20 1.71  0.49
H -2.15 3.83 2.38  0.30
O 4.92 0.32 -0.91  -0.72
H 4.17 -0.22 -0.61  0.31
H 4.45 1.16 -0.88  0.38
O -4.28 -2.73 -0.81  -0.58
H -4.02 -3.41 -0.18  0.32
H -4.14 -3.18 -1.60  0.28
O 1.71 -2.25 2.56  -0.75
H 1.05 -1.60 2.79  0.31
H 2.01 -1.97 1.68  0.39
O 0.86 4.49 1.81  -0.67
H 0.24 4.50 1.04  0.20
H 1.73 4.11 1.55  0.37
O -1.65 -5.08 -0.86  -0.58
H -1.13 -4.77 -1.60  0.32
H -1.71 -6.04 -1.01  0.24
O 1.26 1.41 1.68  -0.49
H 0.35 1.61 1.94  0.20
H 1.84 1.51 2.45  0.28
O 2.80 -0.60 0.61  -0.91
H 3.40 -0.12 1.20  0.31
H 1.97 -0.16 0.84  0.29
O 3.07 -1.61 -1.86  -0.66
H 3.59 -0.88 -2.14  0.41
H 2.70 -1.21 -1.10  0.25
O 0.83 -4.53 1.59  -0.77
H 1.13 -3.72 2.11  0.58
H 0.55 -3.98 0.86  0.30
O 1.76 -4.65 -1.78  -0.59
H 2.32 -5.06 -1.19  0.25
H 2.22 -3.83 -1.86  0.25


This record from OMol25 describes 9 unconnected molecules or ions with the total composition C29H38Cl2F4O20 in a non-equilibrium geometry. The level of theory is the ωB97M-V functional and the def2-TZVPD basis.

* LUMO level: -0.21 eV
* max |F|: 0.09723 hartree/bohr
* structure (SMILES): O=C1OC[C@@H](F)O1.O=C1OC[C@@H](F)O1.O=C1OC[C@@H](F)O1.O=C1OC[C@@H](F)O1.O=C1CCCO1.O=C1CCCO1.O=C1CCCO1.O=C1CCCO1.ClCCl

Each line ends with the Mulliken charge.
CARTESIAN COORDINATES (ANGSTROEM)
O -14.13 -13.27 6.45  -0.53
C -14.74 -13.78 5.53  0.63
O -14.70 -13.24 4.26  -0.36
C -14.93 -14.31 3.33  0.31
C -15.78 -15.24 4.12  0.23
F -15.63 -16.49 3.62  -0.09
O -15.31 -15.02 5.42  -0.31
H -15.36 -13.84 2.45  0.19
H -13.97 -14.77 3.10  -0.35
H -16.82 -14.91 4.04  0.29
O -13.47 -22.03 1.18  -0.54
C -13.96 -21.67 2.21  0.57
O -15.11 -20.99 2.30  -0.24
C -15.32 -20.55 3.64  0.16
C -14.38 -21.42 4.38  0.30
F -14.94 -22.55 4.81  -0.32
O -13.50 -21.92 3.41  -0.32
H -15.10 -19.49 3.52  -0.06
H -16.37 -20.73 3.88  0.05
H -13.97 -20.91 5.25  0.34
O -13.12 -19.96 -5.41  -0.59
C -12.79 -20.52 -4.36  0.66
O -13.59 -20.57 -3.29  -0.30
C -12.97 -21.46 -2.35  0.10
C -11.51 -21.39 -2.77  0.51
F -11.04 -22.67 -2.62  -0.30
O -11.56 -20.88 -4.10  -0.33
H -13.04 -20.97 -1.38  -0.14
H -13.41 -22.46 -2.29  0.22
H -10.91 -20.74 -2.13  0.19
O -11.30 -19.90 0.49  -0.55
C -11.72 -18.85 0.93  0.32
O -12.03 -17.81 0.18  0.00
C -12.22 -16.74 0.99  0.27
C -12.90 -17.46 2.20  0.28
F -14.21 -17.71 1.99  -0.29
O -12.06 -18.58 2.22  -0.34
H -11.27 -16.32 1.34  -0.67
H -12.84 -15.94 0.58  0.24
H -12.79 -16.93 3.14  0.48
O -13.04 -13.55 0.87  -0.59
C -12.85 -12.49 0.32  0.53
C -13.63 -11.82 -0.78  -0.51
C -12.56 -10.92 -1.36  -0.63
C -11.66 -10.58 -0.19  -0.49
O -11.79 -11.75 0.57  -0.12
H -14.08 -12.53 -1.48  0.25
H -14.39 -11.24 -0.26  0.38
H -11.95 -11.36 -2.15  0.20
H -13.04 -10.04 -1.78  0.45
H -10.59 -10.53 -0.39  0.31
H -11.98 -9.74 0.42  0.32
O -8.56 -17.26 -1.01  -0.64
C -8.86 -16.13 -0.66  0.67
C -8.57 -15.36 0.65  -0.99
C -9.52 -14.15 0.60  1.14
C -9.49 -13.96 -0.94  -0.07
O -9.43 -15.27 -1.49  -0.33
H -8.73 -15.96 1.55  0.26
H -7.56 -14.96 0.79  0.53
H -10.55 -14.33 0.92  -0.91
H -9.08 -13.28 1.07  0.33
H -10.44 -13.54 -1.28  -0.23
H -8.58 -13.47 -1.27  0.34
O -11.35 -15.23 3.77  -0.53
C -10.83 -14.13 3.82  0.50
C -11.38 -12.71 3.86  0.38
C -10.06 -11.92 3.78  -0.44
C -8.92 -12.78 4.17  -0.62
O -9.45 -14.07 3.97  -0.41
H -12.05 -12.49 3.04  -0.37
H -12.02 -12.60 4.73  0.44
H -9.88 -11.69 2.74  -0.12
H -10.07 -10.95 4.28  0.50
H -8.00 -12.57 3.63  0.38
H -8.74 -12.73 5.24  0.31
O -19.92 -20.94 1.90  -0.60
C -19.22 -19.98 2.15  0.48
C -19.13 -19.18 3.42  -0.38
C -18.64 -17.82 2.89  -0.29
C -17.75 -18.32 1.76  0.33
O -18.35 -19.49 1.22  -0.36
H -20.05 -19.16 3.99  0.39
H -18.32 -19.68 3.95  0.10
H -19.48 -17.23 2.53  0.34
H -18.08 -17.27 3.64  0.06
H -17.66 -17.56 0.98  0.34
H -16.74 -18.51 2.12  -0.34
Cl -12.63 -14.52 -2.99  -0.19
C -13.74 -15.97 -2.69  0.27
Cl -14.36 -16.54 -4.21  -0.14
H -13.22 -16.78 -2.18  -0.10
H -14.53 -15.59 -2.04  0.17


This record from OMol25 describes a molecular structure, C26H20BBrClCoIN8O4. The level of theory is the ωB97M-V functional and the def2-TZVPD basis.

* LUMO level (alpha / beta): -4.70 / -4.70 eV
* max |F|: 0.00929 hartree/bohr
* net charge: +1

Each line ends with the Mulliken charge.
CARTESIAN COORDINATES (ANGSTROEM)
Co 0.67 0.59 -0.10  -1.30
C -0.71 -3.03 1.02  -1.10
C 0.33 -2.17 0.71  -0.42
N -0.18 -0.99 0.37  0.63
N -1.52 -1.06 0.43  0.99
C -1.86 -2.29 0.83  -0.64
B -2.33 0.17 -0.06  -0.29
N -1.78 0.52 -1.46  0.44
C -2.36 0.62 -2.66  -0.18
C -1.39 0.91 -3.60  -1.16
C -0.20 0.96 -2.89  -0.22
N -0.45 0.73 -1.60  0.52
N -1.90 1.34 0.85  0.15
C -2.57 2.21 1.62  -0.14
C -1.66 3.10 2.17  -1.31
C -0.42 2.70 1.68  -0.12
N -0.59 1.64 0.88  0.20
H -0.64 -4.06 1.32  0.51
H 1.40 -2.33 0.71  0.54
H -2.90 -2.55 0.92  0.61
H -3.50 -0.01 -0.05  -0.03
H -3.42 0.48 -2.76  0.49
H -1.53 1.05 -4.66  0.53
H 0.81 1.12 -3.22  0.60
H -3.64 2.14 1.72  0.53
H -1.87 3.92 2.83  0.46
H 0.55 3.13 1.84  0.66
O 6.43 -0.63 1.76  -0.45
C 5.73 0.49 1.55  0.44
O 6.25 1.52 1.26  -0.48
C 4.24 0.40 1.74  -0.44
C 3.54 0.58 2.92  0.95
Cl 4.14 0.67 4.49  -0.14
N 2.21 0.59 2.64  -0.05
N 2.04 0.39 1.31  0.57
C 3.25 0.28 0.78  0.01
C 3.28 0.08 -0.70  0.56
O 4.29 -0.24 -1.28  -0.63
O 2.10 0.28 -1.24  -0.62
C 1.13 0.76 3.58  0.10
C 0.11 -0.18 3.63  -0.16
C -0.93 0.02 4.52  -0.78
C -0.93 1.13 5.37  -0.58
C 0.11 2.04 5.31  -0.85
C 1.15 1.87 4.41  -0.14
H 5.85 -1.39 1.91  0.39
H 0.14 -1.05 3.00  0.49
H -1.73 -0.70 4.57  0.46
H -1.73 1.27 6.07  0.44
H 0.12 2.90 5.97  0.41
H 1.94 2.60 4.33  0.53
Br -2.41 -3.14 -2.61  -0.09
C -1.93 -2.39 -4.27  0.30
C -2.96 -2.09 -5.16  -0.41
C -2.66 -1.53 -6.39  -0.47
C -1.34 -1.28 -6.74  -0.67
C -0.32 -1.58 -5.85  -0.32
C -0.61 -2.14 -4.60  -0.26
I 1.00 -2.50 -3.34  0.25
H -3.98 -2.30 -4.88  0.45
H -3.46 -1.31 -7.09  0.41
H -1.10 -0.86 -7.71  0.40
H 0.71 -1.39 -6.12  0.43


| no. | electronic energy (eV) |
| --- | --- |
| 1 | -109824.817 |
| 2 | -58652.056 |
| 3 | -107553.712 |
| 4 | -176363.287 |